# 1
Entry from the Open Molecules 2025 dataset: C20H33NO2 as an isolated structure (ωB97M-V with the def2-TZVPD basis set).

XYZ file:
```
56
Properties=species:S:1:pos:R:3:forces:R:3
C 5.04444 1.69284 1.37786 2.894 -3.966 0.016
C 3.98113 1.19600 0.47869 -4.695 -0.766 0.014
C 2.93393 2.16384 0.21930 -2.172 -5.987 -2.733
C 1.71699 1.66522 -0.52723 1.247 1.300 0.626
C 1.63519 0.23561 -1.17411 6.261 8.692 8.061
C 2.60608 -0.54192 -0.73262 1.789 -0.453 1.095
C 3.68411 -0.21942 0.12690 0.842 4.853 -2.795
C 4.86263 -1.07576 0.05148 1.097 -2.521 5.023
H 5.60147 -0.62398 0.70979 0.240 0.292 0.066
C 5.57276 -1.51642 -1.16998 0.430 2.567 -2.424
H 4.76115 -1.76182 -1.79877 -0.664 -1.532 -1.208
H 5.79903 -0.48309 -1.76603 0.677 -2.387 1.384
H 6.39192 -2.32915 -1.10903 -1.392 1.730 0.031
C 4.38517 -2.25596 0.93037 3.172 -6.122 -7.318
H 3.87930 -2.08452 1.70479 -3.973 2.261 6.294
H 5.11599 -3.05525 1.23291 0.231 1.088 -0.251
H 3.67102 -3.03490 0.33704 1.178 2.022 0.747
H 2.56260 -1.50304 -1.11837 0.335 -2.070 -0.498
H 0.87739 0.17797 -1.67454 -8.069 -1.943 -5.786
O 0.67912 2.71705 -0.54196 1.226 -3.284 -2.168
C -0.54378 2.34929 -1.41287 0.538 2.189 5.770
C -1.56337 1.67229 -0.23876 3.405 -0.940 -7.809
O -1.72064 2.47666 0.80445 -3.265 0.606 0.552
H -0.95210 2.84162 1.18179 1.949 0.382 0.185
C -2.77070 1.41115 -1.36491 9.627 -15.358 4.562
N -3.44436 0.12103 -0.70428 -1.443 -1.374 -0.925
C -2.95363 -1.39151 -1.00802 -0.566 6.844 -1.931
C -2.12975 -1.69015 0.11350 -4.859 -10.691 3.822
C -2.99402 -1.81979 1.58517 2.532 4.199 -4.006
C -3.34040 -0.39428 1.81532 -1.595 1.129 -3.707
H -3.94363 -0.20743 2.61775 -1.267 0.443 2.670
H -2.54924 0.28374 1.73069 1.831 0.685 0.872
C -4.21112 0.17382 0.59612 1.880 -4.446 -0.453
C -4.86249 1.37463 0.85793 5.380 7.750 -4.519
H -5.46235 1.79135 0.04189 0.352 -0.262 -0.433
H -4.01602 2.42212 1.14535 -2.396 -3.172 -0.883
H -5.46740 1.42560 1.57308 -4.739 -0.265 6.474
H -5.07722 -0.55333 0.72675 0.625 0.007 -1.552
H -3.80382 -2.39780 1.45960 -2.815 -2.339 -0.106
H -2.38000 -2.00685 2.37398 1.956 -1.800 1.888
H -1.87362 -2.96843 0.04688 -0.058 3.381 -0.190
H -1.34587 -1.27002 0.49714 4.804 3.089 0.610
C -4.16983 -2.19062 -1.46770 7.523 -2.507 -2.281
H -4.72762 -1.77835 -2.21374 -0.849 1.627 -2.313
H -4.82219 -2.40276 -0.75632 -2.407 -1.701 3.530
H -3.47649 -3.09791 -1.96262 -2.774 1.335 1.349
H -2.19397 -1.16778 -1.80546 -1.071 -0.605 -0.186
H -3.27009 1.97874 -1.01885 -12.385 14.058 5.445
H -2.50385 1.17390 -2.28447 1.098 -0.324 -4.055
H -1.07060 0.71703 -0.03420 -0.290 0.107 0.296
H -0.92100 3.36925 -1.61412 -0.058 -0.594 -0.218
H -0.28633 1.84940 -2.30330 0.304 -0.955 -0.800
H 2.98680 3.14012 0.53943 -0.054 2.026 0.627
H 4.90601 2.64311 1.68922 -0.473 3.395 0.268
H 6.03323 1.56941 0.83329 -0.800 0.412 0.935
H 5.16009 1.18943 2.40380 -0.293 -0.100 -1.663
```
Positions in Å, forces in eV/Å.

**Spin multiplicity**: 1
**Total charge**: 0
**Gap between HOMO and LUMO**: 7.849 eV
**HOMO energy**: -7.1 eV
**Relative energy (zero: lowest compared OMol25 entry of this formula, charge and spin)**: 17.397 eV

Charges per atom according to Löwdin partitioning, unit e: -0.07, -0.18, 0.05, -0.05, 0.03, -0.07, -0.16, -0.46, 0.11, -0.07, 0.04, 0.14, 0.12, -0.07, -0.02, 0.09, 0.13, 0.10, -0.01, -0.15, -0.04, -0.30, 0.03, 0.09, 0.06, -0.05, -0.35, -0.13, -0.11, -0.15, 0.09, 0.08, -0.39, -0.09, 0.10, 0.19, -0.01, 0.16, 0.06, 0.07, 0.18, 0.02, -0.02, 0.04, 0.01, 0.15, 0.14, -0.06, 0.08, 0.11, 0.13, 0.09, 0.07, 0.02, 0.11, 0.12

=====

# 2
Entry from the Open Molecules 2025 dataset: a 2-piece molecular cluster, C20H34BClNO3S overall (ωB97M-V with the def2-TZVPD basis set).

XYZ file:
```
61
Properties=species:S:1:pos:R:3:forces:R:3
C -4.52153 -3.04733 4.40902 -0.229 0.138 -0.185
C -4.49015 -3.03109 2.85903 0.236 0.063 0.447
B -3.16836 -2.39469 2.31386 -0.110 -0.093 0.164
O -1.97661 -2.51731 2.99366 0.168 -0.165 -0.859
C -3.05039 -1.51319 0.96375 -0.267 0.459 0.181
Cl -4.63338 -0.86765 0.46883 -0.021 0.067 -0.139
C -2.01935 -0.38958 1.03147 -0.157 0.077 -0.181
C -2.45761 0.85865 1.75514 -0.025 -0.049 0.183
C -3.19146 0.76985 2.93693 0.008 0.004 -0.050
C -3.60414 1.89584 3.62152 0.036 0.079 -0.012
C -3.26438 3.15126 3.13744 -0.009 -0.128 0.004
C -2.51585 3.24917 1.97759 -0.088 0.087 0.185
C -2.10148 2.12058 1.27621 0.015 0.050 -0.011
C -1.26522 2.32758 0.03491 0.198 -0.056 0.348
O -2.71724 -2.42751 -0.13978 0.114 -0.365 0.249
C -1.42608 -2.66430 -0.43692 0.298 0.347 -0.501
O -0.81426 -2.03263 -1.25655 -0.143 -0.202 0.449
S -0.74197 -4.09531 0.38749 -0.281 -0.049 0.175
H -4.16887 -3.99164 4.81650 0.112 0.017 0.075
H -5.54308 -2.89480 4.75258 -0.040 -0.159 0.071
H -3.93354 -2.23644 4.83775 0.116 -0.052 0.047
H -4.58179 -4.06167 2.50454 -0.127 -0.003 -0.219
H -5.35670 -2.48081 2.50269 -0.031 -0.098 -0.268
H -1.75752 -3.44125 3.15721 -0.084 0.062 0.652
H -1.76951 -0.14051 0.00338 0.086 -0.026 -0.005
H -1.13943 -0.79840 1.53714 0.131 -0.043 -0.148
H -3.46415 -0.19625 3.34426 0.000 -0.071 -0.022
H -4.18531 1.79054 4.52598 -0.017 0.023 0.060
H -3.57123 4.04000 3.67033 -0.015 0.053 -0.024
H -2.24257 4.23211 1.61532 0.044 0.017 -0.072
H -0.57179 1.50045 -0.11702 -0.039 -0.062 -0.150
H -0.65304 3.21842 0.17403 -0.084 0.134 -0.138
H -1.88120 2.45323 -0.85434 0.011 -0.044 -0.097
H 0.48591 -3.57747 0.43403 0.188 -0.056 -0.184
C 3.11228 -2.12197 -1.98615 -0.026 0.087 -0.017
C 1.98259 -1.09632 -2.06806 0.299 -0.078 0.082
C 2.26735 0.23324 -2.74916 -0.191 -0.130 -0.038
N 3.32431 1.12476 -2.12720 0.017 0.243 0.043
C 3.20407 1.12883 -0.64257 0.020 -0.071 -0.018
C 4.71320 0.72046 -2.56762 0.057 -0.102 -0.147
C 4.92389 1.43700 -3.88516 -0.073 0.082 -0.011
C 4.31183 2.81542 -3.62972 0.026 -0.036 0.009
C 3.15887 2.55438 -2.65440 0.112 0.076 -0.093
H 3.92798 -1.81434 -1.32914 0.002 -0.016 0.006
H 2.72203 -3.05538 -1.58343 -0.016 -0.017 -0.032
H 3.52941 -2.34129 -2.97104 0.017 -0.004 0.001
H 1.56433 -0.92107 -1.07671 -0.066 0.001 -0.017
H 1.16559 -1.53386 -2.64010 -0.074 0.066 0.009
H 1.34915 0.81856 -2.73553 -0.012 -0.001 -0.009
H 2.55672 0.09025 -3.79010 0.043 0.045 -0.007
H 3.43063 0.14002 -0.25653 -0.031 -0.015 0.005
H 2.19089 1.41866 -0.37240 -0.009 -0.013 0.024
H 3.91624 1.84629 -0.24442 -0.003 0.018 0.013
H 5.40729 1.07334 -1.80586 0.008 0.013 0.008
H 4.77015 -0.35932 -2.64180 -0.013 -0.017 0.102
H 4.40330 0.92077 -4.69235 0.016 -0.012 -0.009
H 5.97621 1.48434 -4.15408 0.017 -0.017 0.025
H 3.96817 3.29394 -4.54327 -0.044 -0.002 0.007
H 5.04397 3.47946 -3.17231 0.023 -0.026 0.019
H 2.18119 2.63198 -3.11856 -0.022 -0.031 0.002
H 3.19163 3.22404 -1.80032 -0.067 0.004 0.021
```
Positions in Å, forces in eV/Å.

**Spin multiplicity**: 1
**Total charge**: +1
**Gap between HOMO and LUMO**: 8.636 eV
**HOMO energy**: -11.0 eV

Charges per atom according to Löwdin partitioning, unit e: -0.10, -0.15, -0.53, 0.12, -0.65, 0.81, -0.14, -0.19, -0.03, -0.06, -0.07, -0.05, -0.22, -0.04, -0.08, -0.83, 0.05, 0.92, 0.07, 0.07, 0.06, 0.12, 0.07, 0.11, 0.10, 0.14, 0.10, 0.11, 0.11, 0.11, 0.05, 0.08, 0.09, -0.12, -0.08, -0.23, -0.11, -0.25, 0.02, -0.09, -0.14, -0.13, -0.07, 0.07, 0.08, 0.09, 0.10, 0.11, 0.13, 0.14, 0.10, 0.11, 0.11, 0.14, 0.11, 0.12, 0.13, 0.12, 0.12, 0.13, 0.13